--- a ---
{
  "formula": "C4H5N2O",
  "method": "the ωB97M-V functional and the def2-TZVPD basis",
  "multiplicity": 1,
  "total_charge": 1,
  "e_homo_ev": -12.417,
  "homo_lumo_gap_ev": 8.368,
  "elements": ["C", "C", "C", "C", "N", "N", "O", "H", "H", "H", "H", "H"],
  "coordinates": [[2.03053, 0.26945, 0.58022], [-0.32284, -0.22197, -0.01007], [3.98387, -0.01623, -0.19850], [-1.66419, -0.59981, -0.23941], [0.82228, -0.03163, 0.15904], [3.02784, 0.79964, -0.31489], [4.77596, -0.81193, -0.00734], [2.16861, 0.42130, 1.63533], [-2.16418, -0.57258, 0.73197], [-1.75140, -1.60704, -0.65384], [-2.16768, 0.11617, -0.89327], [2.99874, 1.68575, -0.81960]],
  "lowdin_charge": [-0.158, 0.032, -0.137, -0.006, 0.135, 0.133, 0.338, 0.132, 0.120, 0.110, 0.111, 0.191]
}


--- b ---
{
  "formula": "C4H5N2O",
  "method": "the ωB97M-V functional and the def2-TZVPD basis",
  "smiles": "C=C/C=C\\N=[N+]=O",
  "multiplicity": 1,
  "total_charge": 1,
  "e_homo_ev": -14.126,
  "homo_lumo_gap_ev": 8.241,
  "elements": ["C", "C", "C", "C", "N", "N", "O", "H", "H", "H", "H", "H"],
  "coordinates": [[-0.39776, 0.14539, 1.14383], [1.00842, 0.43077, 1.10532], [-1.29263, -0.18297, 0.17993], [1.89272, 0.12989, 0.14679], [-1.06394, -0.28410, -1.14013], [-1.39950, -0.39281, -2.21923], [-1.53682, -0.52038, -3.34190], [-0.83552, 0.20345, 2.13493], [1.38117, 0.88969, 2.01122], [-2.31826, -0.39858, 0.46481], [2.93555, 0.36929, 0.27399], [1.62658, -0.38964, -0.75957]],
  "lowdin_charge": [-0.014, -0.134, -0.059, 0.100, 0.247, 0.005, 0.314, 0.133, 0.114, 0.144, 0.083, 0.066]
}


Name the least stable of them. b.


--- a ---
{
  "formula": "C8H10N2O",
  "method": "the ωB97M-V functional and the def2-TZVPD basis",
  "multiplicity": 1,
  "e_homo_ev": [-8.774, -8.483],
  "homo_lumo_gap_ev": [8.161, 6.802],
  "elements": ["C", "C", "C", "C", "C", "C", "C", "C", "N", "N", "O", "H", "H", "H", "H", "H", "H", "H", "H", "H", "H"],
  "coordinates": [[-2.24034, -2.22462, 0.56124], [-3.12446, -1.16369, 0.30706], [-1.05841, -0.64398, -0.27875], [-3.88253, 1.54206, -0.56523], [-2.78774, 0.98484, -0.88098], [1.95269, 0.30529, -0.17823], [2.95920, -0.68895, -0.44262], [4.20826, -0.96062, 0.33040], [-1.02651, -1.83658, 0.16586], [-2.32746, -0.17143, -0.22754], [2.74387, 0.40676, -1.26503], [-2.48398, -3.27853, 0.91829], [-4.06219, -1.13624, 0.82710], [-4.27622, 2.46453, -1.11969], [-4.54613, 0.98467, 0.04967], [-2.20337, 1.26364, -1.72608], [0.63168, 0.05282, -0.36337], [2.67012, -1.64031, -0.98774], [4.74526, -1.70498, -0.25436], [4.09217, -1.39226, 1.32556], [4.74541, -0.06441, 0.38584]],
  "lowdin_charge": [-0.163, -0.077, -0.126, 0.014, -0.180, 0.035, -0.401, -0.039, 0.015, -0.094, 0.030, 0.119, 0.102, 0.099, 0.047, 0.113, 0.116, 0.156, 0.080, 0.090, 0.062]
}


--- b ---
{
  "formula": "C8H10N2O",
  "method": "the ωB97M-V functional and the def2-TZVPD basis",
  "smiles": "CC(C)c1cnn2ccoc12",
  "multiplicity": 1,
  "e_homo_ev": -7.871,
  "homo_lumo_gap_ev": 8.747,
  "elements": ["C", "C", "C", "C", "C", "C", "C", "C", "N", "N", "O", "H", "H", "H", "H", "H", "H", "H", "H", "H", "H"],
  "coordinates": [[-0.24671, 1.46100, -0.18166], [0.10271, 0.15056, 0.00527], [-1.46690, -0.46088, 0.08143], [-3.49245, 0.30392, -0.06043], [-3.51049, -1.02322, 0.19315], [2.39436, 0.04939, 1.16286], [2.21883, -0.38670, -1.24903], [1.43014, -0.48247, 0.08776], [-1.53200, 1.74605, -0.15002], [-2.20378, 0.65077, -0.10700], [-2.25128, -1.53513, 0.26054], [0.36079, 2.42972, 0.00498], [-4.39706, 0.86961, -0.05356], [-4.33272, -1.73912, 0.21877], [2.27576, 1.15030, 1.47395], [3.44951, -0.05764, 0.77331], [2.40954, -0.45099, 2.13530], [2.56605, 0.62541, -1.54882], [1.80204, -0.79961, -2.14422], [3.14305, -0.97223, -1.04025], [1.28062, -1.52872, 0.13768]],
  "lowdin_charge": [-0.169, -0.060, -0.086, -0.013, -0.079, -0.078, -0.090, -0.400, 0.033, -0.131, 0.082, 0.149, 0.126, 0.132, 0.099, 0.078, 0.065, 0.089, 0.062, 0.076, 0.117]
}


Name the least stable of them. a.


--- a ---
{
  "formula": "H2N2O2",
  "method": "the ωB97M-V functional and the def2-TZVPD basis",
  "multiplicity": 1,
  "e_homo_ev": -10.541,
  "homo_lumo_gap_ev": 10.838,
  "elements": ["N", "N", "O", "O", "H", "H"],
  "coordinates": [[-0.91358, 0.20909, -0.13765], [0.84345, 0.16749, 0.15052], [1.35940, 1.17465, -0.19394], [1.17224, -0.86214, 0.63945], [-1.35876, -0.43533, 0.53877], [-1.10275, -0.25377, -0.99716]],
  "lowdin_charge": [0.104, -0.372, 0.113, 0.091, 0.049, 0.015]
}


--- b ---
{
  "formula": "H2N2O2",
  "method": "the ωB97M-V functional and the def2-TZVPD basis",
  "multiplicity": 1,
  "e_homo_ev": [-8.812, -8.575],
  "homo_lumo_gap_ev": [9.127, 8.138],
  "elements": ["N", "N", "O", "O", "H", "H"],
  "coordinates": [[-2.11423, -0.07306, -0.04124], [0.70175, 0.15661, -0.00193], [-1.26234, -0.79768, 0.25220], [0.66559, 1.39096, 0.16771], [1.30049, -0.30496, 0.57163], [0.70875, -0.37188, -0.94838]],
  "lowdin_charge": [0.097, -0.143, -0.084, -0.091, 0.063, 0.158]
}


Name the least stable of them. b.


--- a ---
{
  "formula": "C2HClF2O",
  "method": "the ωB97M-V functional and the def2-TZVPD basis",
  "smiles": "O=CC(F)(F)Cl",
  "multiplicity": 1,
  "e_homo_ev": -10.897,
  "homo_lumo_gap_ev": 11.098,
  "elements": ["C", "C", "H", "O", "F", "F", "Cl"],
  "coordinates": [[-0.14120, -0.55541, 0.25137], [0.17277, 0.84252, -0.33455], [1.05082, 0.80740, -0.97655], [-0.22183, 1.90336, 0.02404], [1.01657, -1.16971, 0.47223], [-0.71556, -0.38753, 1.44137], [-1.16157, -1.44064, -0.87792]],
  "lowdin_charge": [-0.944, -0.226, 0.128, 0.124, 0.079, 0.083, 0.756]
}


--- b ---
{
  "formula": "C2HClF2O",
  "method": "the ωB97M-V functional and the def2-TZVPD basis",
  "multiplicity": 1,
  "e_homo_ev": [-8.833, -9.151],
  "homo_lumo_gap_ev": [8.979, 8.427],
  "elements": ["C", "C", "O", "F", "F", "Cl", "H"],
  "coordinates": [[1.71000, 0.89068, -0.11653], [-1.35953, -0.45512, 0.02562], [1.92137, 2.05520, 0.09240], [-1.39826, -1.33590, -0.95198], [-1.39324, -1.06798, 1.26826], [2.55232, -0.54611, -0.09748], [-2.03267, 0.45923, -0.22029]],
  "lowdin_charge": [-0.701, -0.183, 0.008, 0.043, -0.004, 0.697, 0.140]
}


--- c ---
{
  "formula": "C2HClF2O",
  "method": "the ωB97M-V functional and the def2-TZVPD basis",
  "multiplicity": 1,
  "e_homo_ev": -10.140,
  "homo_lumo_gap_ev": 10.126,
  "elements": ["C", "C", "O", "F", "F", "Cl", "H"],
  "coordinates": [[-0.17659, 0.33179, 0.03386], [-0.57048, 1.75707, 0.05733], [-0.37620, 0.86226, 1.21204], [-1.77869, 2.12576, -0.22855], [0.27561, 2.79626, -0.21974], [-2.90783, -0.70743, 0.00623], [-3.60339, 0.36973, 0.30704]],
  "lowdin_charge": [0.057, -0.581, 0.084, 0.140, 0.118, 0.360, -0.177]
}


Name the least stable of them. b.